Here is a 8-piece molecular cluster, C19H35N11O9 overall at a distorted geometry from the OMol25 dataset. Energies are from ωB97M-V with the def2-TZVPD basis set.

Output
- Kohn-Sham gap (eV) = 8.6
- SMILES string = Oc1ccc(O)cc1.Oc1ccc(O)cc1.NC(N)=O.NC(N)=O.NC(N)=O.NC(N)=O.NC(N)=O.CC#N
- spin multiplicity = 1
- total charge = 0

Last column: Löwdin charge in e.
Positions of all 74 atoms, in Å:
H (12.178, -30.172, -4.988)  0.090
O (10.749, -30.061, -11.521)  -0.025
H (13.272, -28.672, 0.124)  0.124
N (9.872, -31.541, -3.563)  0.179
H (10.737, -29.181, -11.910)  0.106
H (10.091, -31.527, -1.112)  0.067
H (8.809, -29.730, -10.479)  0.067
C (13.706, -29.026, -9.693)  -0.015
H (9.887, -31.558, -4.569)  0.070
H (8.373, -25.178, -8.248)  0.083
H (10.941, -29.120, -8.061)  0.071
H (11.821, -35.101, -9.160)  0.114
O (14.712, -27.745, -1.818)  0.037
C (7.510, -31.236, -10.913)  -0.726
H (9.211, -23.794, -7.482)  0.084
C (12.773, -28.639, -0.837)  -0.014
H (9.702, -30.656, -3.101)  0.058
H (11.894, -32.258, -10.675)  0.109
H (11.019, -36.701, -5.426)  0.104
N (11.245, -34.294, -8.989)  0.156
O (14.018, -36.084, -6.283)  0.005
H (10.983, -29.525, 0.030)  0.116
H (11.898, -28.929, -6.158)  0.079
N (7.940, -30.165, -10.226)  0.158
N (11.199, -26.176, -7.393)  0.122
H (14.254, -28.181, -9.294)  0.119
C (9.951, -32.678, -2.814)  -0.687
H (12.949, -33.917, -6.025)  0.103
N (12.273, -34.659, -6.058)  0.142
C (10.369, -25.499, -7.801)  -0.267
H (8.578, -32.907, -9.479)  0.085
H (11.423, -33.889, -8.084)  0.050
H (10.001, -30.610, -8.179)  0.070
H (11.298, -34.467, -5.915)  0.079
H (9.078, -29.123, -1.115)  0.107
C (11.866, -30.135, -10.667)  -0.307
H (14.110, -32.415, -9.575)  0.122
N (12.023, -29.903, -5.948)  0.173
C (10.716, -28.718, -1.960)  -0.333
C (12.746, -28.071, -3.185)  0.006
C (10.140, -33.989, -9.682)  -0.700
O (9.884, -34.440, -10.795)  0.025
H (15.291, -28.183, -2.448)  0.111
N (9.428, -33.064, -8.953)  0.164
N (8.399, -31.627, -11.842)  0.162
H (7.617, -30.041, -9.280)  0.104
C (14.266, -30.239, -9.362)  -0.320
O (6.462, -31.887, -10.777)  0.002
H (9.505, -24.090, -9.170)  0.081
H (12.307, -37.795, -5.603)  0.110
H (10.470, -33.231, -1.075)  0.115
H (12.049, -27.977, -10.639)  0.114
C (9.284, -24.585, -8.228)  -0.056
O (9.969, -33.796, -3.328)  0.010
H (15.791, -31.203, -8.749)  0.100
H (8.056, -32.341, -12.461)  0.116
C (11.379, -28.384, -3.139)  -0.039
N (9.986, -32.446, -1.494)  0.160
O (9.342, -28.909, -2.017)  0.019
C (11.258, -30.719, -6.698)  -0.635
C (12.810, -35.913, -6.117)  -0.699
H (10.764, -28.162, -4.003)  0.116
H (13.286, -27.616, -4.003)  0.121
C (11.450, -29.063, -0.831)  -0.020
C (13.416, -28.154, -1.951)  -0.333
O (15.433, -30.318, -8.631)  0.039
O (10.933, -31.858, -6.369)  -0.003
N (11.950, -36.868, -5.760)  0.161
H (9.354, -31.296, -11.880)  0.064
C (12.518, -28.935, -10.455)  -0.023
H (9.558, -33.153, -7.961)  0.080
C (12.451, -31.369, -10.410)  -0.006
N (10.594, -29.972, -7.662)  0.173
C (13.660, -31.447, -9.749)  0.006


Here is one molecule with the formula C16H16N2O4S from the OMol25 dataset. Energies are from ωB97M-V with the def2-TZVPD basis set.

Output
- Kohn-Sham gap (eV) = 9.2
- SMILES string = CC1=C(C(=O)O)N2C(=O)[C@@H](NC(=O)Cc3ccccc3)[C@@H]2SC1
- spin multiplicity = 1
- total charge = 0

Last column: natural (NBO) charge in e.
Positions of all 39 atoms, in Å:
C (-4.062, 0.338, 0.823)  -0.563
C (4.387, -0.303, -1.367)  -0.190
H (1.276, 0.842, -0.338)  0.410
S (-3.197, 1.785, 0.083)  0.204
O (-1.357, -2.456, -1.854)  -0.672
H (-5.287, -2.225, -1.171)  0.265
C (-0.510, 0.872, 0.761)  -0.153
H (2.765, 3.193, -0.266)  0.234
C (3.585, 1.281, 0.262)  0.069
O (-0.289, -1.607, 1.279)  -0.555
C (-5.397, -1.389, -0.490)  -0.665
C (-0.759, -0.649, 0.741)  0.684
H (4.511, -0.595, -2.400)  0.213
H (-1.204, -3.248, -2.393)  0.504
C (-2.879, -1.264, -0.562)  -0.028
H (3.383, 1.520, -1.858)  0.210
H (5.360, -2.044, -0.592)  0.216
H (-6.001, -0.610, -0.956)  0.228
C (4.702, -0.732, 0.968)  -0.190
C (2.858, 2.548, 0.611)  -0.541
C (-4.075, -0.828, -0.112)  0.135
H (-1.322, 1.268, -1.292)  0.212
O (-3.442, -3.251, -1.775)  -0.597
N (0.783, 1.337, 0.390)  -0.627
C (1.453, 2.265, 1.129)  0.697
H (3.385, 3.101, 1.390)  0.246
H (5.072, -1.363, 1.762)  0.217
O (0.961, 2.822, 2.080)  -0.605
H (-5.921, -1.722, 0.404)  0.230
C (3.748, 0.886, -1.061)  -0.274
H (3.939, 0.755, 2.304)  0.218
C (-2.630, -2.422, -1.444)  0.776
H (-5.065, 0.688, 1.057)  0.244
H (-3.531, 0.096, 1.747)  0.240
H (-0.776, 1.351, 1.709)  0.265
C (4.067, 0.457, 1.274)  -0.237
C (4.863, -1.116, -0.353)  -0.218
N (-1.755, -0.509, -0.187)  -0.449
C (-1.640, 0.930, -0.302)  -0.155


Here is one molecule with the formula C6H10O from the OMol25 dataset. Energies are from ωB97M-V with the def2-TZVPD basis set.

Output
- Kohn-Sham gap (eV) = 10.4
- SMILES string = C=C(C)CCC=O
- spin multiplicity = 1
- total charge = 0

Last column: natural (NBO) charge in e.
Positions of all 17 atoms, in Å:
H (2.138, -1.583, 0.375)  0.241
H (-0.351, -1.614, 0.156)  0.228
H (-2.477, 0.614, 1.528)  0.220
C (1.592, -0.708, -1.463)  0.448
H (0.897, 1.831, -0.114)  0.188
H (2.524, -0.328, -1.934)  0.107
H (0.180, -0.941, 1.689)  0.221
O (0.686, -1.119, -2.148)  -0.522
H (2.139, 0.166, 0.417)  0.220
H (-2.479, -0.739, 0.390)  0.213
C (-0.172, 1.660, -0.012)  -0.431
C (1.571, -0.698, 0.051)  -0.514
C (-2.173, 0.304, 0.521)  -0.647
C (-0.684, 0.479, 0.334)  0.047
C (0.154, -0.752, 0.606)  -0.443
H (-2.733, 0.911, -0.196)  0.224
H (-0.813, 2.517, -0.201)  0.200


Here is one molecule with the formula C4H6Cl2Si at a distorted geometry from the OMol25 dataset. Energies are from ωB97M-V with the def2-TZVPD basis set.

Output
- Kohn-Sham gap (eV) = 9.2
- SMILES string = C=C/C=C\[SiH](Cl)Cl
- spin multiplicity = 1
- total charge = 0

Last column: natural (NBO) charge in e.
Positions of all 13 atoms, in Å:
C (-2.380, 0.996, -0.108)  -0.317
H (2.335, -0.371, 1.899)  -0.190
H (-3.313, 0.446, -0.145)  0.196
Si (2.118, -0.267, 0.484)  1.226
H (-1.539, -1.305, -0.825)  0.203
C (0.570, -1.205, -0.294)  -0.598
Cl (3.753, -1.130, -0.218)  -0.358
H (0.886, -2.203, -0.623)  0.239
C (-1.090, 0.601, -0.211)  -0.252
H (-0.406, 1.397, 0.107)  0.215
Cl (2.191, 1.745, 0.207)  -0.370
H (-2.496, 1.952, 0.227)  0.186
C (-0.628, -0.656, -0.501)  -0.182


no.,lowest unoccupied orbital energy (eV)
1,-0.103
2,0.222
3,1.016
4,0.013